Density functional theory data (wB97M-V/def2-TZVPD) for a cluster of 2 separate species, CH2F4P in total.

Each line ends with the natural charge from an NBO analysis.
Atoms and positions in Å:
1 C 0.13689 -0.49490 0.35852  0.475
2 F 0.19570 -1.58010 -0.36247  -0.269
3 F 1.63129 0.04603 0.29558  -0.510
4 F 3.94091 -1.09326 -0.31012  -0.514
5 F 3.89863 1.06749 -0.62929  -0.516
6 P 4.10154 0.10776 0.58605  1.985
7 H -0.06122 -0.58292 1.40700  0.170
8 H -0.49261 0.29570 -0.07700  0.180

Output
2S+1: 1
net charge: +1
maximum force: 3.53 eV Å⁻¹
DFT total energy: -21219.97046 eV
E_LUMO: -7.88 eV
gap between HOMO and LUMO: 9.4801 eV


Density functional theory data (wB97M-V/def2-TZVPD) for a structure of composition C4H6ClN2P.

Each line ends with the natural charge from an NBO analysis.
Atoms and positions in Å:
1 C -0.04206 -0.83456 -0.86989  -0.012
2 C 0.39471 -1.83088 0.02924  -0.525
3 C -0.07631 -1.28564 -2.26348  -0.637
4 C -0.23547 1.95905 1.35034  -0.414
5 N -0.35294 0.37833 -0.55795  -0.201
6 N -0.23482 0.57171 0.71848  -0.420
7 P 0.26175 -0.91185 1.51835  1.019
8 Cl 0.71525 -0.37335 3.43594  -0.169
9 H 0.25262 -2.32850 -2.14820  0.245
10 H 0.76884 -0.86220 -2.78418  0.222
11 H -0.99334 -1.28513 -2.98281  0.231
12 H 0.70112 2.48812 0.86463  0.219
13 H -1.17761 2.50795 1.26169  0.225
14 H 0.01827 1.80695 2.42784  0.218

Output
2S+1: 1
maximum force: 3.29 eV Å⁻¹
DFT total energy: -29032.18365 eV
E_LUMO: -1.22 eV
gap between HOMO and LUMO: 7.6463 eV


Density functional theory data (wB97M-V/def2-TZVPD) for a structure of composition C27H31Br48N2O2.

Each line ends with the Mulliken charge.
Atoms and positions in Å:
1 O -6.18523 2.63216 -3.09086  -0.498
2 C -5.86111 1.42203 -3.25806  0.062
3 O -6.32685 0.50117 -2.27110  -0.225
4 C -5.27028 -0.33108 -1.76646  0.110
5 C -5.89829 -1.26898 -0.58330  -0.621
6 N -4.92019 -2.42829 -0.46148  0.094
7 C -3.51919 -1.92510 -0.22150  -0.480
8 C -3.37677 -0.32530 -0.17162  0.161
9 N -4.08251 0.40507 -1.26327  -0.135
10 C -5.02747 1.05655 -4.55989  0.565
11 C -3.46097 1.09504 -4.56040  -0.010
12 C -2.70718 0.76478 -5.90089  -1.194
13 C -3.46381 0.40600 -7.22363  -0.049
14 C -5.02038 0.33561 -7.17619  -0.622
15 C -5.80608 0.65337 -5.87128  -0.432
16 H -4.88889 -1.06116 -2.57855  0.065
17 H -6.94916 -1.63560 -0.89776  0.358
18 H -6.04091 -0.70451 0.40038  -0.014
19 H -4.93280 -2.87755 -1.40478  0.421
20 H -5.24961 -3.13215 0.22109  0.410
21 H -3.21119 -2.30944 0.82538  0.217
22 H -2.77289 -2.31846 -1.00213  0.270
23 H -2.25037 -0.07803 -0.23300  -0.473
24 H -3.71911 0.03990 0.86554  0.285
25 H -4.29095 1.38283 -1.01928  0.337
26 H -2.86290 1.35518 -3.61701  0.446
27 H -1.57231 0.81790 -5.90564  0.795
28 H -2.88778 0.19267 -8.19912  0.327
29 H -5.65994 0.05230 -8.09243  0.317
30 H -6.95140 0.62258 -5.80942  0.355
31 C 0.77726 0.62007 0.82929  -0.327
32 Br -0.22392 -0.68540 1.85616  0.022
33 Br 0.42204 0.47192 -1.07406  0.081
34 Br 0.48594 2.42510 1.47510  0.117
35 H 1.83353 0.39504 0.97500  0.214
36 C -0.52980 4.94830 4.21719  0.164
37 Br -2.07601 3.93997 4.81431  0.007
38 Br -0.68195 5.46471 2.35296  -0.055
39 Br -0.17342 6.47138 5.36039  -0.008
40 H 0.33124 4.28605 4.29463  -0.189
41 C 3.23116 -3.30663 1.14881  -0.352
42 Br 1.67574 -4.30811 1.72948  0.003
43 Br 3.09729 -2.80579 -0.71995  0.025
44 Br 3.56857 -1.77129 2.28639  -0.002
45 H 4.09155 -3.96804 1.24349  0.323
46 C -0.55741 4.59627 -5.91983  -0.405
47 Br 0.19136 4.42797 -4.13806  -0.040
48 Br -1.59122 3.02676 -6.41623  0.186
49 Br -1.58357 6.22939 -6.12071  -0.014
50 H 0.28065 4.65945 -6.61287  0.375
51 C -1.99438 8.66931 -2.41584  -0.352
52 Br -2.55401 6.81311 -2.47536  0.015
53 Br -0.13366 8.87626 -2.92344  -0.011
54 Br -3.16021 9.80667 -3.46895  -0.014
55 H -2.08071 8.99545 -1.38062  0.357
56 C 2.45224 -2.55083 -4.73093  -0.268
57 Br 0.70124 -2.33724 -5.53998  -0.022
58 Br 3.77840 -3.12831 -6.02210  -0.010
59 Br 3.01079 -0.94818 -3.79100  -0.048
60 H 2.36534 -3.34223 -3.98774  0.285
61 C 3.85632 -7.39994 4.15077  -0.246
62 Br 5.37215 -6.91212 3.04209  -0.040
63 Br 3.27489 -5.92358 5.26733  0.011
64 Br 2.39736 -8.12822 3.09994  0.003
65 H 4.19233 -8.19186 4.81915  0.290
66 C 3.04580 4.83089 7.64857  -0.373
67 Br 4.90174 4.43588 8.04320  -0.021
68 Br 2.69929 6.74008 7.63601  -0.031
69 Br 2.46760 3.97823 6.00324  0.036
70 H 2.45026 4.40524 8.45462  0.400
71 C 7.99669 5.77367 5.18046  -0.320
72 Br 8.79323 5.58808 6.93960  -0.026
73 Br 6.97007 4.20460 4.68641  0.046
74 Br 6.94706 7.39818 5.03113  -0.022
75 H 8.81533 5.85643 4.46703  0.341
76 C -1.42265 2.22938 -10.39204  0.515
77 Br 0.27625 3.13277 -10.63587  -0.018
78 Br -2.84492 3.08432 -11.39541  -0.004
79 Br -1.29610 0.33453 -10.79140  -0.048
80 H -1.68042 2.31604 -9.33714  -0.455
81 C 8.21567 1.72608 1.61588  -0.150
82 Br 6.53997 0.79148 1.90691  0.058
83 Br 7.95880 3.37502 0.62864  0.058
84 Br 9.17483 2.02076 3.27568  -0.024
85 H 8.83760 1.07954 0.99890  0.064
86 C 0.71900 -6.30451 8.62585  -0.383
87 Br 1.61658 -4.59119 8.79148  -0.010
88 Br -0.40201 -6.38204 7.04163  0.039
89 Br 1.97072 -7.78628 8.69763  0.001
90 H 0.06009 -6.40271 9.48711  0.357
91 C -4.04170 -5.17224 5.13700  -0.175
92 Br -5.60435 -6.16795 5.70669  0.004
93 Br -4.15118 -4.66706 3.26425  -0.017
94 Br -3.70595 -3.64109 6.27786  0.024
95 H -3.18557 -5.83804 5.23664  0.165
96 C 4.02956 -12.11038 2.94272  -0.321
97 Br 3.75362 -11.47973 4.75727  -0.028
98 Br 2.52652 -13.15873 2.30760  -0.010
99 Br 4.45704 -10.65658 1.73214  -0.015
100 H 4.89376 -12.77238 2.96369  0.370
101 C -7.60360 1.95896 2.47404  -0.388
102 Br -6.85890 2.13008 0.69101  0.062
103 Br -7.17079 0.24256 3.27148  -0.056
104 Br -7.08481 3.43637 3.61674  0.010
105 H -8.68710 1.99921 2.37213  0.423
106 C 9.42567 2.35637 -3.12196  -0.335
107 Br 9.84492 1.58988 -4.85315  -0.034
108 Br 7.61042 3.03908 -3.05668  -0.024
109 Br 9.78336 1.11000 -1.67748  0.010
110 H 10.09091 3.20677 -2.98046  0.389

Output
2S+1: 1
net charge: +1
maximum force: 5.40 eV Å⁻¹
DFT total energy: -3397598.40064 eV
E_LUMO: -3.09 eV
gap between HOMO and LUMO: 7.7313 eV


Density functional theory data (wB97M-V/def2-TZVPD) for an isolated molecule of C2H4N2O2S.

Each line ends with the natural charge from an NBO analysis.
Atoms and positions in Å:
1 N -2.58774 -0.14900 -0.22080  -0.618
2 N -1.67958 -0.39026 0.82644  -0.431
3 C -0.33419 -0.29493 0.76864  0.535
4 O 0.40467 -0.56590 1.70834  -0.577
5 C 0.31176 0.17715 -0.54359  0.335
6 O -0.24980 0.37256 -1.60592  -0.548
7 S 2.08069 0.37019 -0.30324  0.049
8 H -2.28505 -0.75674 -0.99147  0.355
9 H -2.34542 0.78278 -0.65300  0.362
10 H -2.06595 -0.73687 1.67704  0.401
11 H 2.17225 0.81592 -1.58991  0.138

Output
2S+1: 1
maximum force: 1.85 eV Å⁻¹
DFT total energy: -20048.40312 eV
E_LUMO: -0.33 eV
gap between HOMO and LUMO: 9.5636 eV
structure (SMILES): NNC(=O)C(=O)S